Version a
Density functional theory data (ωB97M-V with the def2-TZVPD basis set) for 2 unconnected molecules or ions with the total composition C2H10NOS.

Each line ends with the natural charge from an NBO analysis.
Atoms and positions in Å:
S (2.21, 2.76, -0.89)  -0.234
H (2.24, 2.25, -2.11)  0.156
H (0.96, 3.18, -1.06)  0.160
C (-1.15, -1.39, 0.33)  -0.088
O (-2.47, -1.26, 0.95)  -0.695
C (-0.42, -0.09, 0.65)  -0.239
N (0.92, -0.11, -0.01)  -0.697
H (-1.28, -1.47, -0.77)  0.179
H (-0.56, -2.24, 0.71)  0.184
H (-2.94, -2.06, 0.78)  0.488
H (-0.97, 0.77, 0.26)  0.234
H (-0.31, 0.03, 1.69)  0.237
H (0.83, -0.43, -0.96)  0.428
H (1.53, -0.78, 0.46)  0.435
H (1.42, 0.82, -0.03)  0.454

Output
LUMO level	-3.536	eV
charge	+1
gap between HOMO and LUMO	0.4002	hartree

---

Version b
Density functional theory data (ωB97M-V with the def2-TZVPD basis set) for 2 unconnected molecules or ions with the total composition C2H10NOS.

Each line ends with the natural charge from an NBO analysis.
Atoms and positions in Å:
C (0.02, -0.91, -0.57)  -0.293
C (0.33, -0.86, 0.89)  -0.485
S (1.80, -1.89, 1.75)  -0.023
N (-0.94, 0.13, -0.91)  -0.700
H (-0.13, -1.95, -0.74)  0.249
H (0.99, -0.73, -0.98)  0.235
H (-0.65, -1.15, 1.35)  0.203
H (0.68, 0.07, 1.30)  0.236
H (1.88, -2.89, 0.70)  0.148
H (-1.13, 0.16, -1.98)  0.462
H (-0.46, 1.05, -0.89)  0.480
H (-1.71, 0.21, -0.25)  0.450
H (0.44, 3.14, -0.20)  0.503
H (-0.91, 3.12, 0.39)  0.503
O (-0.20, 2.50, 0.14)  -0.969

Output
LUMO level	-3.736	eV
charge	+1
gap between HOMO and LUMO	0.3311	hartree

---

Calculated relative energies: version a 0.000; version b 0.863, given in eV

---

Version a
Density functional theory data (ωB97M-V with the def2-TZVPD basis set) for a gas-phase ion, C5H8NO4 (charge -1).

Each line ends with the natural charge from an NBO analysis.
Atoms and positions in Å:
O (-2.59, 1.77, -0.58)  -0.740
O (0.63, 2.64, -0.92)  -0.645
O (-1.71, 1.02, -2.49)  -0.731
O (1.88, 0.99, 0.13)  -0.607
C (-1.57, 1.53, -1.32)  0.656
C (-0.14, 1.71, -0.73)  0.580
N (0.48, 0.80, 0.27)  -0.180
C (0.14, -1.09, 1.92)  -0.610
C (0.30, -1.41, -0.68)  -0.622
C (-0.09, -0.52, 0.48)  -0.087
H (1.97, 1.76, -0.47)  0.491
H (-0.13, -2.19, 1.98)  0.199
H (-0.46, -0.57, 2.72)  0.215
H (1.20, -0.97, 2.16)  0.209
H (1.23, -1.95, -0.39)  0.188
H (-0.45, -2.25, -0.86)  0.203
H (0.50, -0.82, -1.62)  0.241
H (-1.19, -0.43, 0.41)  0.240

Output
LUMO level	3.530	eV
charge	-1
gap between HOMO and LUMO	0.3012	hartree
SMILES string	CC(C)N(O)C(=O)C(=O)[O-]

---

Version b
Density functional theory data (ωB97M-V with the def2-TZVPD basis set) for 2 unconnected molecules or ions with the total composition C5H8NO4.

Each line ends with the natural charge from an NBO analysis.
Atoms and positions in Å:
C (-1.07, 0.64, 0.24)  0.290
C (0.10, 1.18, -0.25)  0.556
C (0.37, -2.44, 1.88)  -0.345
C (-2.32, 0.43, -1.76)  -0.258
C (2.43, 1.06, 0.35)  -0.242
N (-0.40, -2.67, 0.87)  -0.084
O (-0.85, -1.64, 0.20)  -0.616
O (0.16, 2.34, -0.68)  -0.679
O (-2.16, 0.73, -0.42)  -0.472
O (1.20, 0.48, 0.14)  -0.515
H (0.66, -1.44, 2.17)  0.157
H (0.73, -3.33, 2.43)  0.143
H (-1.46, -0.10, -2.17)  0.200
H (-2.66, 1.40, -2.32)  0.169
H (-3.15, -0.26, -1.86)  0.180
H (2.85, 1.47, -0.58)  0.164
H (3.09, 0.21, 0.70)  0.184
H (2.46, 1.92, 1.05)  0.168

Output
LUMO level	3.726	eV
charge	-1
gap between HOMO and LUMO	0.2523	hartree

---

Calculated relative energies: version a 0.000; version b 4.686, given in eV